(1)
{"formula": "C36H49NO4PSSe2Te2Tl", "method": "ωB97M-V/def2-TZVPD", "species": ["Tl", "C", "C", "C", "C", "C", "C", "C", "C", "C", "C", "C", "C", "C", "C", "C", "C", "C", "C", "C", "C", "C", "P", "C", "C", "C", "C", "C", "C", "C", "C", "H", "H", "H", "H", "H", "H", "H", "H", "H", "H", "H", "H", "H", "H", "H", "H", "H", "H", "H", "H", "H", "H", "H", "H", "H", "H", "H", "H", "H", "H", "H", "H", "H", "H", "H", "H", "H", "H", "H", "H", "H", "H", "H", "H", "H", "Se", "Te", "Te", "Se", "O", "O", "S", "O", "N", "C", "O", "C", "C", "C", "C", "C", "C", "H", "H", "H", "H"], "positions_angstrom": [[-16.50525, -2.28715, -4.53897], [-18.61070, -4.04235, 1.41488], [-19.64642, -3.69139, 2.55098], [-20.93563, -3.50213, 1.82332], [-19.30078, -2.68353, 3.56593], [-19.24995, -3.10405, 4.90137], [-18.65989, -2.24154, 6.05285], [-19.56292, -2.09800, 7.35664], [-20.97690, -2.41031, 6.96609], [-19.05321, -2.87605, 8.54588], [-18.04911, -1.13740, 5.76269], [-17.04090, -1.06616, 4.41978], [-17.60156, -1.04412, 3.26724], [-15.52548, -0.98778, 4.27518], [-14.56498, -1.17929, 5.50626], [-15.10430, 0.20901, 3.45603], [-17.78913, 0.13557, 6.76283], [-17.35831, -0.07398, 8.14864], [-17.56768, 0.93587, 9.13379], [-18.49842, 2.09972, 8.71787], [-18.69419, 2.38171, 7.40751], [-18.31583, 1.48276, 6.36006], [-18.66868, 2.03632, 4.62252], [-20.46807, 1.65124, 4.68222], [-20.87579, 1.87060, 3.08192], [-21.03395, 0.55514, 5.68173], [-21.25041, 2.83581, 5.20365], [-18.10271, 3.79143, 4.54963], [-16.53864, 3.67581, 4.08490], [-18.23238, 5.23435, 5.50655], [-18.71395, 4.48825, 3.31027], [-17.95303, -3.21716, 1.05521], [-19.26566, -4.36777, 0.60532], [-17.82983, -4.69869, 1.84430], [-19.60341, -4.60967, 3.10298], [-21.55566, -4.22658, 1.55860], [-20.77932, -3.23498, 0.67228], [-21.29684, -2.76015, 2.72295], [-19.49580, -4.13998, 5.11065], [-19.57616, -1.14828, 7.28762], [-20.98681, -3.27211, 6.72400], [-21.55092, -1.73424, 6.39688], [-21.57876, -2.30274, 7.85897], [-19.28057, -3.96276, 8.63084], [-19.33753, -2.51421, 9.58256], [-17.86192, -2.46364, 8.82232], [-17.32712, -0.84735, 2.24470], [-15.27637, -1.87462, 3.70528], [-14.77592, -0.89866, 6.70835], [-13.60840, -0.47976, 5.35967], [-14.03350, -2.13299, 5.64852], [-15.51001, 0.96227, 4.07388], [-15.04211, 0.58148, 2.31370], [-14.14859, 0.56712, 3.37055], [-17.05123, -0.94914, 8.26105], [-16.94629, 1.18658, 10.00271], [-19.05607, 2.69078, 9.42812], [-19.36460, 3.10638, 6.99256], [-21.82373, 1.39004, 3.07908], [-20.50428, 1.07322, 2.30030], [-20.97431, 2.79398, 2.83411], [-21.97785, 0.15727, 5.15642], [-21.75837, 0.88386, 6.50627], [-20.33163, -0.27730, 5.60964], [-22.26852, 2.79534, 4.60658], [-20.98868, 3.63312, 4.75327], [-21.52409, 2.90650, 6.22307], [-16.44439, 4.77100, 3.57158], [-16.07339, 2.92388, 3.49147], [-15.74421, 3.92760, 4.83991], [-18.09350, 6.20107, 4.77274], [-17.54366, 5.14106, 6.24683], [-19.05212, 5.12728, 6.27987], [-19.70561, 4.62924, 3.61981], [-18.53720, 3.53740, 2.77483], [-18.28923, 5.43186, 3.07673], [-17.11070, -1.01269, -1.79821], [-19.48300, -0.27156, -2.38070], [-20.76229, -2.44201, -3.16822], [-19.10518, -2.92071, -4.99949], [-19.00466, -1.41784, 3.30122], [-10.61105, -3.11505, 3.72812], [-11.90021, -3.13512, 4.46778], [-12.89123, -3.35820, 2.95273], [-12.02941, -4.55509, 5.19351], [-12.64513, -5.69373, 4.78804], [-12.82003, -6.74187, 5.46426], [-13.36138, -5.63288, 3.54681], [-14.13926, -6.86493, 3.29649], [-15.03159, -6.75881, 2.31205], [-15.30547, -5.48171, 1.62677], [-14.58165, -4.39730, 1.82504], [-13.72291, -4.51645, 2.86145], [-14.04635, -7.78734, 3.90851], [-15.68779, -7.66437, 2.28029], [-16.23327, -5.47623, 1.10780], [-14.87440, -3.44901, 1.44316]], "lowdin_charge": [0.15, -0.03, -0.38, -0.06, -0.30, 0.07, -0.10, -0.36, -0.05, -0.05, -0.03, -0.08, -0.05, -0.34, -0.07, -0.10, -0.06, -0.05, -0.01, -0.07, -0.14, -0.25, 1.12, -0.58, -0.07, -0.06, -0.16, -0.60, -0.11, -0.06, -0.17, 0.08, 0.07, 0.06, 0.11, 0.00, 0.12, 0.14, 0.11, 0.02, -0.03, 0.06, 0.10, 0.08, 0.07, 0.14, 0.14, 0.11, 0.11, 0.09, 0.01, 0.04, 0.15, 0.02, -0.01, 0.09, 0.08, 0.06, 0.05, 0.13, -0.02, 0.10, 0.11, 0.05, 0.13, -0.03, 0.07, 0.11, 0.03, 0.07, 0.12, -0.01, 0.06, 0.04, 0.07, 0.05, -0.48, -0.08, -0.05, -0.52, -0.04, -0.52, 0.85, -0.28, -0.19, -0.56, -0.05, -0.09, -0.03, -0.10, -0.08, -0.05, -0.27, 0.12, 0.10, 0.07, 0.12], "energy_ha": -8007.13509, "e_homo_ev": -2.29, "homo_lumo_gap_ev": 5.6, "charge": -2, "largest_force_ha_per_bohr": 0.2283}

(2)
{"formula": "C11H40O9", "method": "ωB97M-V/def2-TZVPD", "species": ["C", "C", "C", "O", "H", "H", "H", "H", "H", "H", "H", "H", "C", "O", "H", "H", "H", "H", "C", "O", "H", "H", "H", "H", "C", "O", "H", "H", "H", "H", "C", "O", "H", "H", "H", "H", "C", "O", "H", "H", "H", "H", "C", "O", "H", "H", "H", "H", "C", "O", "H", "H", "H", "H", "C", "O", "H", "H", "H", "H"], "positions_angstrom": [[1.79771, -2.33870, -0.60720], [2.75682, -2.76913, -1.70656], [3.28426, -1.54577, -2.47503], [3.82417, -3.49928, -1.13494], [1.02221, -1.62626, -0.88851], [2.35456, -1.89172, 0.21634], [1.32174, -3.22453, -0.18667], [2.17765, -3.41658, -2.36495], [3.68661, -0.80630, -1.78264], [2.55066, -1.06278, -3.12051], [4.04997, -1.87451, -3.17767], [3.45305, -4.30123, -0.75977], [-3.61656, 1.17224, -1.19521], [-4.75494, 0.77920, -0.47964], [-3.55579, 2.26034, -1.17403], [-2.81734, 0.69755, -0.62599], [-3.70903, 0.76033, -2.20014], [-5.51852, 1.23092, -0.84638], [-0.09017, -2.68959, -2.70671], [-0.69116, -2.00121, -1.61403], [-0.73372, -3.47776, -3.09752], [0.11372, -1.96819, -3.49798], [0.84847, -3.16032, -2.41437], [-1.22631, -2.58798, -1.07466], [1.09690, -0.39501, 3.30647], [0.54388, 0.76175, 3.93792], [0.74472, -1.34672, 3.70436], [1.02060, -0.42966, 2.21969], [2.17580, -0.33542, 3.44970], [1.22593, 1.43734, 3.93627], [1.73224, 1.95783, 0.99225], [2.03299, 0.63639, 0.65087], [2.49657, 2.61311, 1.41000], [1.13088, 2.53314, 0.28834], [1.11192, 1.86463, 1.88367], [2.89479, 0.35644, 0.96792], [-0.84553, 2.82805, 1.73444], [-1.06843, 2.73083, 0.36041], [-1.69317, 3.33949, 2.19054], [-0.85612, 1.88381, 2.27885], [0.14437, 3.25271, 1.90136], [-0.60564, 1.94012, 0.07371], [-0.98090, 2.08539, -1.77320], [-1.69201, 2.27094, -2.97322], [-0.25738, 1.29751, -1.98263], [-0.31885, 2.90502, -1.49393], [-1.63504, 1.87719, -0.92653], [-2.08280, 3.14566, -3.03433], [-1.64864, -0.49850, 2.27416], [-2.35882, -0.73253, 3.47571], [-1.86183, 0.53286, 1.99319], [-0.56616, -0.59855, 2.35370], [-2.07941, -1.13168, 1.49852], [-2.07625, -0.10821, 4.14801], [-0.66145, -0.10826, -0.10942], [0.06760, 0.99402, 0.38680], [-0.36706, -0.32896, -1.13544], [-0.59991, -0.94290, 0.58894], [-1.69627, 0.22771, -0.17549], [1.00424, 0.82559, 0.51309]], "nbo_charge": [-0.66, 0.11, -0.63, -0.72, 0.26, 0.20, 0.19, 0.15, 0.21, 0.22, 0.22, 0.47, -0.22, -0.73, 0.17, 0.16, 0.17, 0.46, -0.25, -0.74, 0.18, 0.19, 0.16, 0.48, -0.27, -0.72, 0.20, 0.18, 0.16, 0.47, -0.34, -0.70, 0.19, 0.25, 0.21, 0.52, -0.26, -0.82, 0.18, 0.17, 0.13, 0.48, -0.29, -0.74, 0.16, 0.17, 0.22, 0.46, -0.25, -0.73, 0.18, 0.16, 0.17, 0.47, -0.29, -0.75, 0.22, 0.17, 0.18, 0.45], "de_lowest_kj_mol": 1407.3, "energy_ha": -1119.68950, "e_homo_ev": -8.75, "homo_lumo_gap_ev": 8.8, "charge": 0, "largest_force_ha_per_bohr": 0.1890}